Record 1
Density functional theory data (ωB97M-V/def2-TZVPD) for a 2-piece molecular cluster, C21H31N3O8P overall.

Element x y z (Å)
1 P -8.286 1.505 -3.226
2 O -7.653 2.903 -3.318
3 O -7.291 0.457 -3.750
4 O -3.541 1.671 -1.110
5 O -0.904 5.016 1.922
6 O 0.117 2.181 -1.667
7 O -8.634 1.195 -1.761
8 O 1.343 0.941 5.263
9 O -9.567 1.467 -4.076
10 N 1.005 -3.228 0.537
11 N 1.464 -0.646 -1.532
12 N 6.298 -3.312 -0.822
13 C 0.640 1.417 2.085
14 C -2.200 1.744 -0.510
15 C 1.344 -3.324 -0.924
16 C -5.677 0.813 0.156
17 C 3.594 -2.725 -3.749
18 C 4.900 -3.508 -1.440
19 C 0.934 -1.776 0.917
20 C 1.132 -0.502 -0.074
21 C 2.511 0.105 4.916
22 C 1.593 -2.084 -1.948
23 C -0.891 3.712 2.313
24 C 0.971 1.053 0.504
25 C -1.169 2.794 -1.233
26 C 0.438 0.091 3.084
27 C 1.140 2.309 -0.588
28 C -4.171 0.502 -0.412
29 C 0.508 2.942 2.685
30 C 2.006 -2.386 -3.525
31 C 4.582 -2.274 -2.521
32 C 0.100 0.388 4.661
33 C 0.571 -1.440 2.510
34 H 1.440 -4.423 -1.378
35 H -5.813 1.909 0.544
36 H -2.322 2.015 0.622
37 H 3.291 0.259 5.806
38 H -0.307 -0.562 5.215
39 H 1.657 -1.433 -4.140
40 H 4.105 -3.576 -0.583
41 H 3.072 0.442 3.936
42 H 1.304 -3.275 -3.890
43 H 3.787 -3.859 -4.026
44 H -3.517 0.193 0.538
45 H -6.442 0.528 -0.705
46 H 2.231 2.211 -1.041
47 H 0.398 -2.353 3.257
48 H 0.662 3.029 3.844
49 H -1.679 3.185 -2.236
50 H 6.564 -4.170 -0.273
51 H -1.693 0.667 -0.601
52 H 4.919 -4.553 -1.999
53 H -0.985 3.773 -0.577
54 H 1.111 3.366 -0.054
55 H 1.383 3.588 2.194
56 H -0.721 1.236 4.684
57 H 4.266 -1.279 -1.973
58 H 3.944 -2.097 -4.702
59 H -1.972 3.220 2.405
60 H -5.858 0.050 1.056
61 H 2.265 -1.054 4.912
62 H 5.643 -2.036 -3.014
63 H -4.191 -0.468 -1.094
64 H 6.255 -2.538 -0.093

Values from the calculation:
- M (g mol⁻¹) = 484.466
- charge = -3
- strongest force on any atom (eV Å⁻¹) = 8.0
- HOMO-LUMO gap (hartree) = 0.0502
- HOMO energy (eV) = 2.81

Table of Mulliken atomic charges, one value per atom, all in e: number 1, P, carries 0.958; number 2, O, carries -0.584; number 3, O, carries -0.571; number 4, O, carries -0.444; number 5, O, carries -0.616; number 6, O, carries -0.381; number 7, O, carries -0.609; number 8, O, carries -0.331; number 9, O, carries -0.671; number 10, N, carries -0.772; number 11, N, carries -0.400; number 12, N, carries -0.721; number 13, C, carries 0.437; number 14, C, carries 0.335; number 15, C, carries -0.486; number 16, C, carries -0.730; number 17, C, carries -0.449; number 18, C, carries -0.249; number 19, C, carries 0.652; number 20, C, carries 0.158; number 21, C, carries -0.494; number 22, C, carries 0.339; number 23, C, carries 0.035; number 24, C, carries 0.315; number 25, C, carries -0.393; number 26, C, carries 0.274; number 27, C, carries -0.890; number 28, C, carries -0.170; number 29, C, carries -0.672; number 30, C, carries -0.782; number 31, C, carries -0.550; number 32, C, carries -0.731; number 33, C, carries -0.865; number 34, H, carries 0.221; number 35, H, carries 0.235; number 36, H, carries -0.095; number 37, H, carries 0.217; number 38, H, carries 0.282; number 39, H, carries 0.261; number 40, H, carries 0.206; number 41, H, carries 0.190; number 42, H, carries 0.255; number 43, H, carries 0.257; number 44, H, carries 0.179; number 45, H, carries 0.150; number 46, H, carries 0.271; number 47, H, carries 0.095; number 48, H, carries 0.357; number 49, H, carries 0.237; number 50, H, carries 0.237; number 51, H, carries 0.218; number 52, H, carries 0.258; number 53, H, carries 0.099; number 54, H, carries 0.299; number 55, H, carries 0.288; number 56, H, carries 0.260; number 57, H, carries 0.206; number 58, H, carries 0.244; number 59, H, carries 0.319; number 60, H, carries 0.251; number 61, H, carries 0.236; number 62, H, carries 0.329; number 63, H, carries 0.246; number 64, H, carries 0.251

***

Record 2
Density functional theory data (ωB97M-V/def2-TZVPD) for C21H31N3PPt as an isolated structure.

Element x y z (Å)
1 Pt 0.435 1.052 0.316
2 P 1.501 1.549 2.375
3 N 0.008 -1.176 -0.426
4 N 2.212 0.507 -0.812
5 N -0.503 2.777 -0.463
6 C -1.629 -2.532 -1.705
7 C 1.087 -1.699 -0.891
8 C -0.344 -3.644 -3.606
9 C -3.167 -2.591 0.641
10 C -1.217 -1.835 -0.464
11 C 3.509 -1.266 -1.597
12 C 3.368 0.978 -1.160
13 C -1.436 4.958 -1.549
14 C 2.747 2.837 2.212
15 C -0.951 -2.345 -3.029
16 C -2.886 4.813 -2.044
17 C 2.381 0.072 2.924
18 C 4.238 -0.106 -1.671
19 C -2.752 -3.335 -1.650
20 C -0.853 -1.916 2.893
21 C 0.405 2.058 3.706
22 C 2.263 -0.888 -1.083
23 C -0.912 3.736 -0.938
24 C -2.051 -1.803 0.672
25 C -1.701 -1.063 1.940
26 C -3.516 -3.382 -0.507
27 H -2.626 -0.759 2.428
28 H -0.204 -1.554 -3.003
29 H -1.724 -1.999 -3.721
30 H -0.026 -3.468 -4.631
31 H 0.111 3.098 3.563
32 H 5.249 0.021 -2.034
33 H 3.613 2.031 -1.088
34 H 1.141 -2.760 -1.128
35 H -3.805 -2.629 1.518
36 H -3.182 5.757 -2.493
37 H 0.108 -2.185 2.445
38 H 1.684 -0.697 3.255
39 H 3.526 2.534 1.514
40 H 3.005 -0.321 2.120
41 H -1.373 -2.843 3.139
42 H 0.519 -3.988 -3.033
43 H 3.817 -2.263 -1.877
44 H -0.670 -1.391 3.831
45 H -1.172 -0.142 1.708
46 H -1.355 5.751 -0.804
47 H -1.071 -4.455 -3.617
48 H -3.062 -3.874 -2.535
49 H -0.767 5.219 -2.371
50 H -0.489 1.437 3.746
51 H -3.565 4.601 -1.221
52 H -4.415 -3.987 -0.486
53 H 3.203 2.992 3.192
54 H 0.944 1.968 4.652
55 H 3.028 0.345 3.762
56 H 2.300 3.774 1.881
57 H -2.973 4.033 -2.797

Values from the calculation:
- energy above the lowest of the compared OMol25 structures with the same formula, charge and spin (kcal per mole) = 0.0
- M (g mol⁻¹) = 551.552
- charge = +3
- multiplicity = 5
- strongest force on any atom (eV Å⁻¹) = 0.7
- HOMO-LUMO gap (alpha / beta) (hartree) = 0.2871 / 0.2072
- HOMO energy (alpha / beta) (eV) = -17.55 / -18.46

Table of Mulliken atomic charges, one value per atom, all in e: number 1, Pt, carries 1.558; number 2, P, carries 0.632; number 3, N, carries -0.421; number 4, N, carries -0.281; number 5, N, carries -0.631; number 6, C, carries 0.641; number 7, C, carries -0.309; number 8, C, carries -1.051; number 9, C, carries -0.522; number 10, C, carries 0.594; number 11, C, carries -0.797; number 12, C, carries -0.280; number 13, C, carries -0.248; number 14, C, carries -1.205; number 15, C, carries -0.679; number 16, C, carries -1.092; number 17, C, carries -1.188; number 18, C, carries -0.609; number 19, C, carries -0.749; number 20, C, carries -1.194; number 21, C, carries -1.146; number 22, C, carries 0.335; number 23, C, carries 0.432; number 24, C, carries 0.316; number 25, C, carries 0.268; number 26, C, carries -0.980; number 27, H, carries 0.626; number 28, H, carries 0.398; number 29, H, carries 0.447; number 30, H, carries 0.406; number 31, H, carries 0.409; number 32, H, carries 0.497; number 33, H, carries 0.594; number 34, H, carries 0.685; number 35, H, carries 0.548; number 36, H, carries 0.330; number 37, H, carries 0.254; number 38, H, carries 0.246; number 39, H, carries 0.320; number 40, H, carries 0.307; number 41, H, carries 0.428; number 42, H, carries 0.277; number 43, H, carries 0.533; number 44, H, carries 0.411; number 45, H, carries -0.866; number 46, H, carries 0.302; number 47, H, carries 0.367; number 48, H, carries 0.536; number 49, H, carries 0.301; number 50, H, carries 0.301; number 51, H, carries 0.351; number 52, H, carries 0.439; number 53, H, carries 0.461; number 54, H, carries 0.463; number 55, H, carries 0.487; number 56, H, carries 0.398; number 57, H, carries 0.348

***

Record 3
Density functional theory data (ωB97M-V/def2-TZVPD) for one molecule with the formula C21H31N5O3.

Element x y z (Å)
1 O 3.246 0.803 -0.120
2 O 1.788 1.543 1.883
3 O 2.161 0.564 7.463
4 N -1.695 1.729 7.297
5 N -1.015 2.793 10.634
6 N -2.845 2.326 9.131
7 N 2.442 -0.090 3.291
8 N 1.443 2.198 6.077
9 C 0.733 3.457 5.813
10 C 2.283 1.642 5.027
11 C 3.268 -0.096 0.970
12 C 1.130 2.412 9.592
13 C 6.759 -0.858 -1.004
14 C 2.689 -1.454 0.526
15 C 1.644 0.407 4.397
16 C 2.446 0.531 2.096
17 C -0.812 2.041 8.315
18 C -1.514 2.419 9.468
19 C 0.315 2.782 10.667
20 C 1.718 4.615 5.675
21 C 6.420 -1.932 0.025
22 C 3.857 -2.075 -0.229
23 C 5.051 -1.792 0.692
24 C -0.178 3.329 4.598
25 C -3.965 2.592 10.009
26 C 0.577 2.040 8.377
27 C 4.740 -0.414 1.319
28 C 1.458 1.547 7.262
29 C -2.870 1.907 7.833
30 H -0.917 2.547 4.766
31 H 6.463 -2.917 -0.449
32 H 3.254 1.374 5.447
33 H 3.978 -1.560 -1.184
34 H 2.357 4.497 4.798
35 H 5.008 -2.539 1.494
36 H 2.431 2.397 4.258
37 H 1.550 -0.378 5.143
38 H 0.650 0.661 4.027
39 H 7.194 -1.938 0.799
40 H 2.573 1.467 0.110
41 H 0.387 3.101 3.691
42 H 3.014 -0.906 3.422
43 H -3.854 3.576 10.460
44 H -0.704 4.271 4.434
45 H 4.924 -0.416 2.395
46 H 2.205 2.402 9.718
47 H -4.015 1.847 10.802
48 H 5.982 -0.762 -1.763
49 H 1.781 -1.315 -0.059
50 H 0.111 3.651 6.683
51 H 1.173 5.552 5.559
52 H -3.809 1.754 7.320
53 H 5.346 0.384 0.895
54 H -4.883 2.562 9.426
55 H 0.770 3.078 11.605
56 H 3.732 -3.140 -0.430
57 H 2.447 -2.066 1.402
58 H 7.691 -1.102 -1.515
59 H 6.889 0.121 -0.543
60 H 2.352 4.692 6.559

Values from the calculation:
- energy above the lowest of the compared OMol25 structures with the same formula, charge and spin (kcal per mole) = 1.8
- M (g mol⁻¹) = 401.511
- charge = 0
- strongest force on any atom (eV Å⁻¹) = 0.1
- HOMO-LUMO gap (hartree) = 0.3541
- HOMO energy (eV) = -9.12

Table of Mulliken atomic charges, one value per atom, all in e: number 1, O, carries -0.691; number 2, O, carries -0.785; number 3, O, carries -0.660; number 4, N, carries -0.501; number 5, N, carries -0.648; number 6, N, carries 0.097; number 7, N, carries 0.046; number 8, N, carries 0.441; number 9, C, carries 0.490; number 10, C, carries -1.118; number 11, C, carries 1.365; number 12, C, carries -0.546; number 13, C, carries -1.178; number 14, C, carries -1.026; number 15, C, carries -0.730; number 16, C, carries 0.102; number 17, C, carries 0.430; number 18, C, carries 0.465; number 19, C, carries -0.635; number 20, C, carries -1.438; number 21, C, carries -0.780; number 22, C, carries -0.932; number 23, C, carries 0.553; number 24, C, carries -1.450; number 25, C, carries -0.830; number 26, C, carries 0.253; number 27, C, carries -1.359; number 28, C, carries 0.410; number 29, C, carries -0.244; number 30, H, carries 0.329; number 31, H, carries 0.365; number 32, H, carries 0.271; number 33, H, carries 0.295; number 34, H, carries 0.327; number 35, H, carries 0.275; number 36, H, carries 0.480; number 37, H, carries 0.548; number 38, H, carries 0.208; number 39, H, carries 0.348; number 40, H, carries 0.405; number 41, H, carries 0.273; number 42, H, carries 0.358; number 43, H, carries 0.313; number 44, H, carries 0.473; number 45, H, carries 0.320; number 46, H, carries 0.500; number 47, H, carries 0.295; number 48, H, carries 0.273; number 49, H, carries 0.403; number 50, H, carries 0.150; number 51, H, carries 0.421; number 52, H, carries 0.435; number 53, H, carries 0.264; number 54, H, carries 0.330; number 55, H, carries 0.405; number 56, H, carries 0.464; number 57, H, carries 0.289; number 58, H, carries 0.405; number 59, H, carries 0.306; number 60, H, carries 0.369